Computed, not measured: the molecule CH2O2S3, with ωB97M-V with the def2-TZVPD basis set.

Structure (XYZ):
```
8
Properties=species:S:1:pos:R:3:forces:R:3
O 0.84411 -1.45288 0.73609 1.1 0.5 -0.1
S -0.24400 -0.63717 0.27498 -1.1 -1.4 0.7
O -0.45833 0.77899 0.96118 1.4 1.3 -0.3
S -1.92308 -1.51014 1.09943 0.4 0.5 -1.7
C 0.77591 0.50467 -1.33560 -1.9 0.5 0.4
S 2.29483 0.31259 -1.49126 -0.3 -0.3 0.1
H -1.29533 0.74332 1.42247 -0.7 -0.2 0.6
H 0.00588 1.26061 -1.66729 0.9 -1.0 0.3
```
Positions in Å, forces in eV/Å.

## Properties
* F_max: 2.02 eV/Å
* SMILES string: O=[S@](O)(=S)C=S
* lowest unoccupied orbital energy (spin up / spin down): -0.0676 / -0.0676 hartree
* energy above the lowest of the compared OMol25 structures with the same formula, charge and spin: 290.6 kJ/mol
* electronic energy: -37666.1951 eV
* 2S+1: 1
* HOMO-LUMO gap (spin up / spin down): 0.2595 / 0.2595 hartree

Here are the Löwdin charges for atoms 1 to 6, given in e:
1 O -0.483
2 S 0.356
3 O -0.359
4 S 0.229
5 C -0.656
6 S 0.856



Computed, not measured: C3H7N2O as an isolated structure, with ωB97M-V with the def2-TZVPD basis set.

Structure (XYZ):
```
13
Properties=species:S:1:pos:R:3:forces:R:3
C -1.53183 0.35023 -0.04237 4.7 -0.3 -0.6
C 1.27131 0.07670 0.76098 0.1 -0.6 0.6
C 0.35368 -0.27173 -0.32310 -3.8 -0.1 0.6
N -2.42193 -0.59090 0.00178 -1.1 -0.5 0.1
N 1.11678 0.95236 -0.40764 0.2 1.0 -0.6
O -1.50826 1.53012 0.05346 -0.6 0.4 0.2
H 0.88547 0.47430 1.68957 -0.1 0.2 -0.1
H 2.21635 -0.44363 0.86014 0.0 0.2 -0.2
H 0.50910 -1.07189 -1.02523 0.4 0.0 -0.2
H -2.21380 -1.56788 -0.12254 0.1 0.1 0.0
H -3.38880 -0.31300 0.14723 0.1 -0.1 0.0
H 0.53558 1.79473 -0.27574 0.0 -0.1 0.0
H 1.87616 1.06553 -1.07836 -0.1 -0.1 0.2
```
Positions in Å, forces in eV/Å.

## Properties
* F_max: 4.79 eV/Å
* total charge: +1
* lowest unoccupied orbital energy: -0.1106 hartree
* energy above the lowest of the compared OMol25 structures with the same formula, charge and spin: 218.5 kJ/mol
* electronic energy: -8243.8748 eV
* 2S+1: 1
* HOMO-LUMO gap: 0.4243 hartree

Here are the Löwdin charges for atoms 1 to 6, given in e:
1 C -0.371
2 C -0.033
3 C -0.065
4 N 0.211
5 N 0.100
6 O 0.114



Computed, not measured: a 3-piece molecular cluster, C20H50BClN4O6 overall, with ωB97M-V with the def2-TZVPD basis set.

Structure (XYZ):
```
82
Properties=species:S:1:pos:R:3:forces:R:3
C -1.09712 -0.79858 2.21284 0.0 0.0 -0.1
C -0.56810 -1.16999 0.83489 0.0 0.2 0.1
Cl 0.35351 -2.71904 0.97826 0.0 -0.1 0.0
C -1.64104 -1.29141 -0.25776 -0.1 0.1 0.0
C -1.79726 -0.04481 -1.15836 0.2 0.0 0.0
O -3.03342 0.62902 -1.01970 0.0 -0.1 0.1
C -3.09107 1.81078 -0.22924 0.1 0.1 0.0
C -4.04013 1.66314 0.96596 0.1 0.0 -0.1
N -4.65454 2.97880 1.22538 0.1 0.1 0.0
B -5.19846 0.59094 0.67287 0.0 0.0 0.0
O -5.29697 -0.50355 1.50260 0.0 0.2 -0.1
N -6.22455 0.78867 -0.34619 0.2 -0.5 0.3
C -7.57070 0.56803 0.17303 -0.1 0.1 -0.1
C -6.00029 0.06081 -1.60144 0.0 0.1 -0.2
H -1.38542 0.25640 2.22144 -0.1 0.0 0.0
H -1.97387 -1.40950 2.45270 0.1 0.1 0.0
H -0.34708 -0.95407 2.99146 -0.1 0.1 -0.1
H 0.18560 -0.44125 0.52497 0.0 -0.1 0.0
H -1.39716 -2.15384 -0.88172 0.0 0.1 0.0
H -2.61482 -1.49597 0.20242 0.1 0.0 -0.1
H -1.74297 -0.36085 -2.20498 0.0 0.0 0.1
H -0.96745 0.65822 -0.99290 -0.1 -0.1 0.0
H -2.07498 2.07199 0.09930 -0.1 0.1 0.0
H -3.46749 2.62844 -0.85500 0.0 -0.1 0.0
H -3.44306 1.33835 1.83432 0.0 -0.1 0.0
H -5.16046 2.97784 2.10274 -0.1 -0.1 0.0
H -3.93571 3.68823 1.32711 0.0 0.0 0.0
H -4.62054 -0.51577 2.18768 0.0 0.0 0.0
H -7.78699 -0.48954 0.39202 0.0 0.1 0.0
H -7.71127 1.14554 1.09138 0.0 -0.1 -0.1
H -8.30464 0.93123 -0.55468 0.0 0.0 0.1
H -6.82172 -0.64535 -1.76946 0.1 0.0 0.0
H -5.95167 0.74354 -2.45857 -0.1 -0.1 0.1
H -5.07029 -0.51354 -1.58928 -0.1 0.1 0.0
C -0.69592 2.10447 -4.07590 0.0 0.0 0.0
O 0.68386 2.20473 -3.78940 0.0 0.0 -0.1
C 1.31400 0.96718 -3.48813 0.0 -0.1 0.1
C 2.32648 0.60205 -4.54951 0.0 0.0 0.0
N 1.66855 0.30929 -5.81050 0.0 0.1 0.0
C 2.56242 0.07404 -6.93535 0.0 -0.1 0.0
C 3.46943 1.21596 -7.37724 0.1 0.0 0.0
O 2.77627 2.31711 -7.93279 -0.1 0.0 0.0
C 2.34051 3.29441 -7.01018 0.0 0.0 0.0
H -1.08289 3.11869 -4.15560 0.0 0.0 0.0
H -0.89108 1.57650 -5.01604 0.0 0.0 0.0
H -1.22855 1.58856 -3.27259 -0.1 0.0 0.0
H 0.56342 0.17437 -3.40055 0.0 0.0 0.0
H 1.82392 1.06933 -2.52566 0.0 0.0 0.0
H 2.86943 -0.28990 -4.21982 0.0 0.0 0.0
H 3.05547 1.42296 -4.61334 0.0 0.0 0.0
H 1.03437 1.06510 -6.03687 0.0 0.0 0.0
H 1.95048 -0.21547 -7.79265 0.0 0.0 0.0
H 3.19707 -0.78572 -6.69296 0.0 0.0 0.0
H 4.11869 0.83518 -8.16935 0.0 0.0 0.0
H 4.11761 1.56040 -6.56148 0.0 0.0 0.0
H 3.04175 3.39566 -6.17572 0.0 0.0 0.0
H 1.35014 3.07580 -6.59939 0.0 0.0 0.0
H 2.28824 4.24406 -7.54165 0.0 0.0 0.0
C 5.52917 -2.91931 3.39768 0.1 0.0 0.0
O 5.09924 -3.21936 4.70750 -0.1 0.0 0.0
C 5.48970 -2.27398 5.69378 0.1 0.0 0.0
C 4.28348 -1.56275 6.26379 0.0 0.0 0.0
N 3.66152 -0.71592 5.26073 0.0 -0.1 -0.1
C 2.40600 -0.10014 5.66230 0.0 0.1 0.0
C 1.23315 -1.01818 5.98491 0.0 0.0 0.1
O 0.74625 -1.73243 4.86397 0.1 0.0 0.0
C 1.37015 -2.98016 4.61598 -0.1 0.0 -0.1
H 5.27173 -3.77311 2.77378 0.0 0.0 0.0
H 5.04322 -2.02485 2.99127 0.0 0.0 0.0
H 6.61284 -2.76701 3.35795 0.0 0.0 0.0
H 6.18721 -1.54793 5.26425 0.0 0.0 0.0
H 6.00195 -2.81207 6.49583 0.0 0.0 0.0
H 4.60969 -0.93666 7.10077 0.0 0.0 0.0
H 3.60758 -2.32803 6.67227 0.0 0.0 0.0
H 3.51536 -1.25584 4.41693 0.0 0.0 0.0
H 2.09176 0.56875 4.85710 0.0 0.0 0.0
H 2.59582 0.52720 6.54045 0.0 0.0 0.0
H 0.40747 -0.39190 6.33265 0.0 0.0 0.0
H 1.47343 -1.71938 6.79337 0.0 0.0 0.0
H 1.65339 -3.47729 5.54844 0.0 0.0 0.0
H 2.25925 -2.88595 3.98658 0.0 0.0 0.0
H 0.64911 -3.60138 4.08628 0.0 0.0 0.0
```
Positions in Å, forces in eV/Å.

## Properties
* F_max: 0.60 eV/Å
* SMILES string: C[C@@H](Cl)CCOC[C@@H](N)B(O)N(C)C.COCCNCCOC.COCCNCCOC
* lowest unoccupied orbital energy: 0.0180 hartree
* energy above the lowest of the compared OMol25 structures with the same formula, charge and spin: 0.0 kJ/mol
* electronic energy: -52993.3554 eV
* 2S+1: 1
* HOMO-LUMO gap: 0.3207 hartree

Here are the Löwdin charges for atoms 1 to 6, given in e:
1 C -0.116
2 C -0.712
3 Cl 0.596
4 C -0.176
5 C -0.204
6 O -0.162



Values of molecular weight, in order: 142.226; 87.102; 488.907, all in u.